Density functional theory data (wB97M-V/def2-TZVPD) for a molecular structure, C45H45IrN5OPTe.

```
99
Properties=species:S:1:pos:R:3:forces:R:3
Ir -1.884074 -1.552610 -1.517779 -0.1751 -0.4246 0.0701
C -0.122519 -0.898718 4.881970 -0.0003 0.0028 0.0216
C -1.501423 -0.719971 4.878365 0.0229 0.0025 0.0242
C -2.218311 -0.885503 3.706570 -0.0610 -0.0515 0.0047
C -1.549340 -1.217178 2.527982 0.1238 -0.0095 -0.0391
C -0.169205 -1.395187 2.534620 0.0217 0.0004 -0.0288
C 0.542491 -1.239985 3.715393 0.0044 0.0019 -0.0170
P -2.445824 -1.403786 0.975472 -0.2508 -0.0054 -0.0903
C -3.972921 -2.297950 1.338994 -0.0104 0.0584 0.0929
C -3.890220 -3.675478 1.536029 0.0193 -0.0168 0.0052
C -5.034331 -4.407977 1.801345 -0.0198 -0.0034 0.0052
C -6.267787 -3.773033 1.867473 -0.0100 -0.0118 0.0004
C -6.356015 -2.403428 1.671213 0.0159 -0.0082 -0.0021
C -5.211268 -1.664913 1.405399 -0.0052 0.0246 -0.0085
C -2.923397 0.227614 0.353217 0.0649 0.1208 0.0107
C -3.406965 1.372132 0.978881 -0.0141 -0.0455 -0.0043
C -3.645374 2.499029 0.205201 -0.0008 0.0022 -0.0478
C -3.393454 2.483138 -1.166582 -0.0197 0.0223 0.0290
C -2.888788 1.348513 -1.794594 -0.0183 -0.0142 0.1104
C -2.646492 0.223870 -1.015327 -0.0401 0.1484 -0.0225
H 0.430577 -0.783066 5.804426 0.0069 -0.0053 0.0183
H -2.017764 -0.469616 5.794825 -0.0099 0.0081 0.0125
H -3.297224 -0.786740 3.717446 -0.0144 0.0155 -0.0201
H 0.348041 -1.665654 1.621567 0.0166 0.0001 -0.0248
H 1.612979 -1.392557 3.721910 0.0257 0.0027 -0.0069
H -2.931653 -4.179188 1.485480 0.0302 0.0105 -0.0086
H -4.966303 -5.475091 1.958066 0.0048 -0.0339 0.0045
H -7.158521 -4.348187 2.078371 -0.0222 -0.0130 0.0051
H -7.314171 -1.905781 1.738815 -0.0261 0.0089 -0.0005
H -5.287428 -0.594480 1.259830 0.0099 0.0052 0.0067
H -3.584812 1.391855 2.047309 -0.0031 -0.0129 0.0167
H -4.022684 3.400019 0.669340 -0.0001 0.0229 0.0034
H -3.578491 3.375941 -1.749764 -0.0044 0.0121 -0.0118
H -2.671470 1.356648 -2.853642 0.0019 -0.0015 -0.0472
C 7.013321 5.277581 -3.695499 0.0361 0.0211 -0.0334
C 5.920863 4.383177 -3.194712 -0.0154 -0.0204 0.0131
C 5.708636 3.128701 -3.753080 -0.0391 -0.0277 0.0491
C 4.694899 2.292567 -3.305049 0.0438 0.1007 -0.0576
C 4.497025 0.951396 -3.952932 -0.0001 -0.1050 -0.0425
C 3.887758 2.744479 -2.254514 0.0523 0.0418 -0.0417
Te 2.348221 1.486047 -1.650654 -0.2203 0.0069 -0.1172
N -0.112562 -1.160835 -1.392288 0.5310 0.0951 0.0157
C 1.056483 -1.887404 -1.326436 -0.3203 0.0750 0.0296
O 2.154893 -1.361004 -1.226054 -0.0325 -0.0905 0.0292
C 0.849579 -3.367835 -1.326422 0.1980 -0.0197 -0.0089
C -0.350380 -3.955041 -1.715362 -0.2073 0.0426 0.0218
C -0.534502 -5.324216 -1.665024 0.1586 -0.0257 0.0795
C 0.510894 -6.127831 -1.219783 -0.1264 0.0080 -0.0437
C 1.715833 -5.558703 -0.840306 0.0522 0.0205 0.0137
C 1.888845 -4.184282 -0.895448 0.0039 0.0082 0.0151
C 2.666548 1.442732 0.404855 -0.0625 -0.0452 -0.0732
C 1.593358 1.748958 1.242669 0.0582 -0.0157 0.1435
C 0.225333 2.087290 0.729159 -0.1107 0.0155 -0.0643
C 1.815914 1.716817 2.612873 0.0084 0.0422 -0.0261
C 3.053379 1.380002 3.145053 0.0432 0.0036 -0.0351
C 3.276059 1.348187 4.627359 -0.0339 0.0109 0.0512
C 4.089965 1.056376 2.273345 -0.0427 -0.0038 -0.0438
C 3.923743 1.075958 0.895712 0.0149 -0.0158 0.1121
C 5.066545 0.696008 0.000042 0.1053 -0.0609 -0.0311
C 4.064654 4.007680 -1.668623 0.0751 0.0054 -0.0038
C 3.193226 4.530312 -0.562581 -0.0405 0.0533 0.0428
C 5.085091 4.803965 -2.162452 0.0002 -0.0536 0.0136
H 7.616264 4.782725 -4.453457 0.0083 0.0028 -0.0108
H 7.670043 5.583447 -2.880894 -0.0039 0.0067 0.0162
H 6.592990 6.184353 -4.132827 0.0031 0.0085 0.0010
H 6.348925 2.791055 -4.557485 0.0233 -0.0130 -0.0346
H 5.258268 0.777834 -4.710390 -0.0047 -0.0079 -0.0103
H 3.526351 0.887270 -4.453354 -0.0087 -0.0010 0.0056
H 4.559598 0.128982 -3.235191 0.0083 0.0218 0.0022
H -1.184198 -3.389779 -2.171486 0.1404 -0.0413 -0.1860
H -1.468153 -5.762685 -1.985655 -0.0320 -0.0125 -0.0099
H 0.383419 -7.200552 -1.179746 -0.0053 -0.0230 -0.0038
H 2.526457 -6.188339 -0.501807 0.0170 -0.0118 0.0112
H 2.824315 -3.729677 -0.599113 0.0033 0.0183 -0.0045
H -0.270937 1.199778 0.326515 -0.0140 -0.0316 -0.0346
H 0.244001 2.838508 -0.063130 0.0207 0.0468 0.0111
H -0.395987 2.477640 1.532635 -0.0352 -0.0113 0.0124
H 0.999576 1.964279 3.280056 -0.0297 -0.0022 0.0322
H 2.391020 1.672894 5.171784 -0.0094 -0.0016 -0.0050
H 4.104057 1.998507 4.907629 0.0296 0.0091 0.0153
H 3.531504 0.340348 4.958239 0.0201 -0.0190 0.0112
H 5.055088 0.775880 2.677365 0.0319 -0.0104 0.0163
H 5.844832 0.196936 0.573339 0.0227 0.0090 0.0058
H 5.508729 1.570965 -0.479658 0.0097 -0.0204 0.0108
H 4.749393 0.002195 -0.784521 -0.0092 0.0212 0.0226
H 2.134690 4.496051 -0.833873 -0.0223 -0.0316 0.0038
H 3.437219 5.568994 -0.353144 -0.0064 0.0237 0.0084
H 3.322305 3.963085 0.359224 0.0117 0.0096 0.0131
H 5.232911 5.785879 -1.730940 0.0076 0.0448 0.0140
N -8.247626 -1.375910 -2.088848 0.0076 0.0136 -0.0137
C -6.935247 -1.234657 -1.934973 -0.0432 0.0239 0.0023
N -6.433425 -0.051447 -1.557725 -0.0107 -0.0579 -0.0212
N -6.185764 -2.315860 -2.164290 -0.0214 0.1190 -0.0079
C -4.919242 -2.229904 -2.035416 0.1449 -0.2053 0.1121
N -3.759422 -2.233863 -1.924719 -0.0065 0.2451 -0.0531
H -8.892911 -0.613091 -1.982817 0.0007 -0.0041 0.0055
H -8.591456 -2.264084 -2.414734 -0.0133 0.0010 0.0110
H -7.019036 0.756397 -1.434115 -0.0196 -0.0097 -0.0050
H -5.438032 0.072034 -1.444117 -0.0083 0.0107 -0.0126
```
Forces are in eV/Å.

HOMO energy (spin up / spin down) in eV: -12.30 / -13.22
<S²>: 6.030
Multiplicity: 5
Net charge: +2

---

Density functional theory data (wB97M-V/def2-TZVPD) for 9 unconnected molecules or ions with the total composition C45H45N9 in a non-equilibrium geometry.

```
99
Properties=species:S:1:pos:R:3:forces:R:3
N 0.126862 4.264547 -2.277609 -1.6682 0.9009 0.6516
C 0.861453 3.517006 -3.057052 0.5870 0.3619 -0.6277
C 0.336898 2.513926 -3.848264 0.3416 -2.0712 -0.9169
C -1.016613 2.193679 -3.777091 0.0501 1.3570 0.6478
C -1.787308 2.940977 -2.874814 -0.6012 0.1452 -1.1595
C -1.204851 4.030706 -2.231874 1.3420 -1.8051 -0.1841
H 1.886750 3.887635 -3.140484 -0.0201 -0.7427 -0.0316
H 0.989553 1.855070 -4.466129 -0.3990 0.9350 0.3194
H -1.534500 1.537783 -4.466176 0.3964 -0.4151 0.1855
H -2.870860 2.721948 -2.861746 0.6780 0.4212 0.3815
H -1.756830 4.619552 -1.562168 -0.7482 0.9018 0.7207
N 2.350562 -1.648959 3.110930 -0.3260 -2.2168 1.6346
C 2.394250 -0.458330 2.588898 -0.1312 0.5194 -0.3903
C 1.337041 0.390127 2.684597 -1.8527 1.5275 1.2178
C 0.253634 0.070702 3.522798 1.1070 0.4885 -1.1099
C 0.225909 -1.154178 4.130640 1.9036 0.3068 -1.2472
C 1.287595 -1.999593 3.882113 0.6956 -1.3568 -0.7932
H 3.274482 -0.134895 2.068861 0.4778 -0.1991 -0.3826
H 1.309098 1.379299 2.243671 0.3414 -0.1156 -0.1948
H -0.512230 0.800234 3.664274 -0.5439 0.2588 0.0501
H -0.557145 -1.443545 4.711005 -2.0716 -0.8389 1.6458
H 1.230048 -3.081731 4.239757 0.4067 1.6626 -0.3595
N -1.157896 -4.027238 -3.963149 -1.1363 2.2156 0.7367
C -0.561669 -2.788449 -3.895832 0.9366 -2.0403 -1.4174
C -1.167982 -1.588273 -3.723422 -1.6024 0.8245 1.2084
C -2.519854 -1.587491 -3.398275 -0.6122 -2.3849 -0.9750
C -3.241197 -2.810749 -3.498956 0.9296 1.5082 0.6647
C -2.502738 -3.974273 -3.748611 0.7121 1.0606 -0.3297
H 0.501115 -2.739178 -4.149789 -0.1435 -0.4787 0.2416
H -0.652086 -0.644149 -3.707011 0.4818 -0.0339 -0.0665
H -3.069077 -0.721157 -3.164184 -0.3571 1.1358 0.2464
H -4.333656 -2.766053 -3.310059 0.9239 -0.5166 -0.2080
H -3.067386 -4.863072 -3.827644 -0.1402 -1.2058 -0.0705
N -5.310378 -3.589570 3.468608 2.5398 -0.4606 -0.0698
C -4.390242 -4.619948 3.541875 -2.4151 0.5276 -0.1826
C -3.134243 -4.534534 2.980397 -0.7330 0.1802 0.7512
C -2.656313 -3.348032 2.462296 -1.0166 0.3673 0.3468
C -3.458079 -2.222764 2.535808 -1.1383 -1.9238 0.6234
C -4.762594 -2.460670 3.002318 -0.9233 0.7784 -0.2235
H -4.868007 -5.530329 3.961152 0.9271 0.4470 -0.3084
H -2.498517 -5.367995 2.977135 0.7033 -1.1605 -0.0858
H -1.727070 -3.422374 1.985020 1.3269 0.4567 -0.5339
H -3.220454 -1.269003 2.164548 0.4775 0.8256 -0.4392
H -5.476493 -1.637241 2.890538 0.1537 -0.0934 0.2468
N -0.135587 -5.051745 0.895577 -0.4741 -0.3850 0.0598
C 0.992489 -4.616919 1.480679 -0.7504 0.4696 -0.7035
C 2.004116 -4.093664 0.711645 1.9148 0.6080 0.9338
C 1.879609 -3.952524 -0.665150 1.0197 -0.6685 1.9406
C 0.822611 -4.522406 -1.225214 -3.1556 -0.3112 -0.6464
C -0.214893 -5.039920 -0.434890 0.3451 -0.2088 0.3806
H 1.002136 -4.542303 2.575010 0.1313 -0.4208 -0.5153
H 2.935257 -3.804739 1.220030 -0.5367 0.1880 -0.2230
H 2.598199 -3.551602 -1.310862 1.2758 0.8416 -0.4113
H 0.649180 -4.362180 -2.253511 -0.1628 -0.4396 -1.0858
H -1.125762 -5.456078 -0.892296 0.4469 0.2838 0.2666
N 3.975712 -0.410969 -1.361471 0.3823 -2.2945 1.0207
C 4.141657 0.742882 -1.892031 -1.1021 2.8594 -0.8491
C 5.318822 1.476195 -1.862819 1.2670 0.2090 1.5125
C 6.451111 0.884179 -1.250882 -1.9626 -0.8091 -1.5160
C 6.333286 -0.449468 -0.853338 1.2431 -0.3428 1.4244
C 5.060050 -0.986155 -0.833805 -0.9252 -2.1402 0.7035
H 3.183844 1.175765 -2.220886 0.6312 0.2502 -0.3435
H 5.348211 2.555569 -2.010652 -0.1546 -0.3292 -0.5792
H 7.361778 1.411056 -1.214517 0.9537 0.5332 0.2373
H 7.206143 -1.018477 -0.373915 -1.4591 0.9449 -0.8475
H 4.779000 -1.963972 -0.323765 1.0013 1.1470 -0.6964
N -4.035567 4.321860 1.078564 -1.0391 0.2698 -1.2145
C -3.737303 3.508813 2.070045 0.9502 0.6118 0.5199
C -4.451232 2.411997 2.386636 -1.1720 -1.2965 0.1539
C -5.540460 2.065655 1.602652 0.2515 -2.4983 1.0688
C -5.879052 2.832956 0.562958 0.2119 1.3203 -1.6592
C -5.112706 3.971310 0.354604 0.3792 1.3165 -1.0279
H -2.841764 3.700776 2.633083 0.3360 0.3895 0.1342
H -4.144674 1.755960 3.165726 0.2588 -0.3152 0.5796
H -5.991801 1.066892 1.676390 0.0135 0.5229 0.4476
H -6.563142 2.515056 -0.205534 -0.4505 0.1073 0.1299
H -5.350937 4.620218 -0.524347 0.2966 -0.4646 0.8797
N 5.079250 4.897916 -0.634332 0.2928 0.0092 -0.3276
C 5.588847 4.703388 0.575348 -0.5504 -0.7231 0.2722
C 4.794974 4.377102 1.681567 -0.2420 -0.2539 -0.2543
C 3.385144 4.267102 1.473075 2.3848 0.2410 1.6686
C 2.908739 4.507119 0.216068 -1.4731 0.1358 -0.0023
C 3.762274 4.802837 -0.792194 1.7002 0.1724 -2.1017
H 6.671967 4.657774 0.606410 0.0126 0.3517 0.3113
H 5.320792 4.162412 2.639022 -0.8444 0.2041 -0.7061
H 2.803142 4.038551 2.361494 -0.3631 -0.0150 -0.4238
H 1.879194 4.551124 -0.069299 -0.7238 -0.3657 0.3267
H 3.469698 4.888657 -1.868309 -0.2431 0.1737 1.1998
N -1.887600 -0.613808 0.348287 1.7644 1.8483 -0.4163
C -0.728607 -1.192014 -0.029116 -0.4538 0.5152 -0.7136
C 0.444158 -0.536241 -0.513500 -1.2916 -0.3026 1.6689
C 0.436293 0.828987 -0.370769 0.3292 1.0863 -0.0711
C -0.761190 1.529638 -0.013025 1.2018 -1.4288 -0.0342
C -1.854944 0.782957 0.331427 -1.1171 -1.3953 -0.1706
H -0.707590 -2.267681 -0.008669 -0.1707 -0.4047 0.0903
H 1.350488 -1.118032 -0.699590 -0.3200 0.3364 -0.1639
H 1.416289 1.333783 -0.450884 -0.7761 0.1174 -0.2912
H -0.840175 2.592969 0.058833 0.3026 0.4563 -0.0328
H -2.798436 1.322020 0.587522 0.7565 -0.7616 -0.1162
```
Forces are in eV/Å.

HOMO energy in eV: -9.21
SMILES: c1ccncc1.c1ccncc1.c1ccncc1.c1ccncc1.c1ccncc1.c1ccncc1.c1ccncc1.c1ccncc1.c1ccncc1
Multiplicity: 1

---

Calculated E_tot in order - -2803.95551 -2234.42201 Eh
Calculated energy above the lowest of the compared OMol25 structures with the same formula, charge and spin in order - 0.0 55.2 kcal per mole